Entry 1:
The following is a quantum chemistry calculation of C30H43BrN2P2SSn as an isolated structure at a distorted geometry, from the OMol25 dataset.

Structure (XYZ):
```
80
Properties=species:S:1:pos:R:3:forces:R:3
C 0.82086 3.32863 -6.99453 -0.296 0.026 0.478
C 0.34353 3.95659 -5.79647 -0.544 1.744 -1.061
C 0.04645 5.34523 -5.83185 0.332 -0.202 -0.491
C 0.22072 6.02738 -7.04330 -0.014 -0.377 0.316
N 0.65418 5.42960 -8.15389 -0.178 0.096 0.132
C 0.94179 4.12775 -8.14145 -0.079 -0.115 0.728
C 0.19338 3.31426 -4.55678 1.710 -2.336 0.743
C 0.39764 2.55686 -3.58422 0.337 0.399 -2.747
C 1.22515 1.48953 -2.94556 -0.387 1.121 0.346
C 0.78266 0.16768 -2.87687 -0.722 0.173 0.547
C 1.30194 -0.66487 -1.90123 0.517 -0.463 0.052
C 2.30095 -0.23351 -1.01338 -0.828 0.823 -0.147
C 2.81141 1.05769 -1.16491 0.057 -0.079 0.308
C 2.24506 1.94368 -2.07439 -0.386 -0.068 0.252
Sn -0.25814 2.79949 -1.51435 -0.711 -0.099 1.403
P -1.78579 -1.51658 0.89700 -0.303 -0.423 -0.531
H -0.27511 5.88540 -4.93897 0.004 -0.237 -0.318
H 1.11415 2.27218 -7.03647 -0.296 0.499 0.153
H -0.00859 7.09301 -7.10481 0.121 -0.300 -0.046
H 1.28118 3.69753 -9.08680 -0.049 0.075 0.355
H 2.46335 3.00883 -2.01179 0.527 -0.156 -0.371
H -0.13833 -0.11235 -3.37894 0.351 -0.207 -0.346
H 3.54968 1.42876 -0.47438 0.145 0.022 0.150
H 0.89523 -1.65408 -1.78655 -0.145 -0.336 0.188
C -2.09016 -2.46972 2.46660 0.499 0.421 0.273
C -3.48591 -2.46043 3.08299 -0.144 -0.165 0.197
H -1.36230 -2.03644 3.17316 -0.294 -0.353 0.040
H -1.77031 -3.50634 2.27919 0.025 0.331 -0.049
H -3.50034 -3.17880 3.91313 -0.088 0.205 -0.135
H -3.75347 -1.47866 3.49298 0.051 -0.187 -0.128
H -4.26774 -2.76557 2.37533 0.227 0.071 0.167
C -3.30945 -0.47220 0.69447 0.070 0.215 0.534
C -3.74427 -0.18142 -0.74303 -0.190 0.247 0.042
H -3.02812 0.46647 1.20383 -0.318 -0.223 -0.122
H -4.15706 -0.89191 1.25407 0.247 0.152 -0.186
H -4.24092 0.79685 -0.77829 -0.004 -0.218 -0.091
H -2.91234 -0.15101 -1.45978 0.018 -0.070 0.074
H -4.46957 -0.92528 -1.09480 0.312 0.174 -0.041
C -2.07797 -2.86952 -0.32801 0.249 0.228 0.010
C -3.40188 -3.62222 -0.23031 -0.110 -0.199 -0.218
H -1.21562 -3.55393 -0.22576 -0.377 0.266 -0.146
H -1.97315 -2.38535 -1.31072 -0.029 -0.255 0.040
H -3.51797 -4.26240 -1.11353 -0.028 0.052 0.195
H -3.44596 -4.27594 0.64783 0.042 0.176 -0.116
H -4.27190 -2.95487 -0.20211 0.189 -0.115 0.041
Br 2.48899 -1.05574 0.65562 0.377 -0.263 -0.345
P 0.51948 2.76757 3.30106 -0.239 -0.503 1.045
C -1.04523 1.77490 3.17713 0.126 0.082 -0.037
C -1.95400 2.10973 4.37224 -0.207 0.047 -0.159
H -0.76162 0.71196 3.15359 -0.264 0.236 -0.072
H -1.53640 1.99467 2.21591 -0.006 0.051 0.254
H -2.99396 1.83475 4.14288 0.268 0.071 0.246
H -1.63945 1.57555 5.28026 -0.084 0.168 -0.281
H -1.90328 3.19131 4.58695 -0.191 -0.465 -0.050
C 1.75385 1.41609 3.51748 0.042 -0.141 -0.173
C 2.88054 1.80503 4.47804 -0.004 -0.185 -0.002
H 2.13160 1.15063 2.52245 0.148 -0.016 0.157
H 1.22158 0.52110 3.85862 0.068 0.186 0.163
H 3.47053 0.91962 4.74119 -0.010 0.229 -0.028
H 3.54716 2.53619 4.00876 -0.063 -0.036 0.202
H 2.47666 2.23632 5.40647 0.168 -0.120 -0.325
C 0.83684 3.34296 1.60536 0.525 0.402 -0.093
C 0.46475 4.82455 1.49619 0.043 -0.197 -0.295
H 0.29280 2.69414 0.90582 -0.127 -0.246 -0.136
H 1.90995 3.18225 1.43521 -0.116 0.159 -0.105
H 0.90074 5.26486 0.59377 -0.118 0.233 0.001
H -0.61938 4.97003 1.49470 0.054 0.007 -0.037
H 0.84964 5.36362 2.36999 0.004 -0.074 -0.301
S 1.22727 -4.32375 -1.01682 0.064 0.736 -0.078
C 1.92321 -5.17758 0.23993 0.966 -0.003 0.122
N 3.15964 -4.84935 0.78916 -0.368 -0.493 0.051
C 3.90814 -5.72402 1.53720 -0.621 -0.586 -0.084
C 3.40351 -6.98080 1.80322 0.651 0.608 0.202
C 2.10199 -7.32113 1.39308 -0.631 0.908 -0.632
C 1.36105 -6.39577 0.67689 0.498 -0.848 0.523
H 3.55630 -3.94806 0.54121 -0.150 -0.294 -0.136
H 4.89251 -5.38157 1.87041 -0.483 -0.124 -0.173
H 3.99198 -7.69959 2.35392 0.123 0.128 0.016
H 1.68671 -8.30499 1.60129 0.113 0.234 0.062
H 0.36898 -6.59548 0.30844 -0.069 -0.222 0.020
```
Positions in Å, forces in eV/Å.

## Properties
Charge: +2
Energy relative to the best compared isomer or geometry (same formula, charge and spin) in kcal per mole: 38.10
Electronic energy in a.u.: -5146.8873
Orbital gap in eV: 2.87
Max |F| in eV Å⁻¹: 2.989
LUMO energy in eV: -8.8

Entry 2:
The following is a quantum chemistry calculation of C2H7N3O2 as an isolated structure at a distorted geometry, from the OMol25 dataset.

Structure (XYZ):
```
14
Properties=species:S:1:pos:R:3:forces:R:3
C 1.73526 0.28662 -0.18949 1.986 1.891 0.550
C 0.40152 -0.32834 -0.42697 -2.268 0.938 4.757
N 0.27016 -1.57597 0.34767 -3.582 3.398 -3.240
N -0.79500 0.81140 0.39720 1.966 -2.840 -0.504
N -2.03276 0.69506 -0.27637 1.061 -1.938 -1.019
O 2.76850 -0.35150 -0.18490 -1.164 0.282 -0.213
O 1.76069 1.62623 0.10485 -3.332 -0.611 0.190
H -0.00830 -0.32721 -1.39164 -0.230 -0.151 -1.380
H -0.01880 -2.22870 -0.32244 -0.415 -1.659 -0.463
H 1.04521 -1.84157 0.79691 3.780 -1.100 1.843
H -0.83622 0.17808 1.22854 0.067 0.906 -0.512
H -2.37873 -0.30192 -0.34854 -0.012 2.023 0.555
H -2.63327 1.44750 -0.03642 -0.759 0.055 0.209
H 0.72175 1.91031 0.30160 2.903 -1.194 -0.772
```
Positions in Å, forces in eV/Å.

## Properties
Energy relative to the best compared isomer or geometry (same formula, charge and spin) in kcal per mole: 83.73
Electronic energy in a.u.: -395.0716
Orbital gap in eV: 10.08
Max |F| in eV Å⁻¹: 5.906
LUMO energy in eV: 0.8

Entry 3:
The following is a quantum chemistry calculation of C35H37F3GeN4O5OsS as an isolated structure, from the OMol25 dataset.

Structure (XYZ):
```
87
Properties=species:S:1:pos:R:3:forces:R:3
Os 0.20160 -1.40037 -1.93962 0.143 -0.025 0.027
N 5.47398 4.18345 0.64290 0.005 0.006 0.006
C 4.54456 3.19050 0.72050 -0.015 0.019 -0.024
C 3.66421 2.95720 -0.35308 0.024 0.013 0.028
C 2.74718 1.93600 -0.29290 -0.004 -0.044 -0.016
C 2.69578 1.13138 0.84659 -0.049 0.030 -0.104
C 3.55899 1.33910 1.91561 0.024 0.014 0.005
C 4.47701 2.36371 1.85214 -0.013 0.000 0.003
S 1.51892 -0.12827 0.94501 -0.072 -0.013 0.099
O 1.76249 -0.94803 2.08565 -0.038 -0.024 -0.017
O 0.16618 0.51899 0.88811 -0.012 0.023 0.179
N 1.51923 -0.90251 -0.45261 0.049 -0.038 -0.106
C 2.60420 -1.58598 -0.95663 -0.071 -0.064 0.054
N 2.15781 -2.16667 -2.09727 -0.045 0.107 0.029
C 3.01781 -2.89835 -2.79036 0.032 -0.059 0.013
C 4.32145 -3.04326 -2.34283 -0.032 0.009 0.000
C 4.66677 -2.40667 -1.16182 0.002 0.001 0.010
N 3.80906 -1.66823 -0.45046 0.050 0.020 -0.010
H 5.41291 4.86814 -0.08869 0.001 -0.007 0.004
H 5.98904 4.44790 1.46317 -0.001 -0.003 -0.006
H 3.72088 3.58271 -1.23504 0.005 -0.001 -0.002
H 2.08436 1.74461 -1.13140 -0.006 0.022 0.043
H 3.50677 0.69254 2.78058 0.006 -0.001 0.015
H 5.15921 2.52915 2.67610 -0.001 0.002 0.004
H 2.65669 -3.37604 -3.69193 0.011 0.019 0.003
H 5.03653 -3.63683 -2.89063 -0.006 -0.005 -0.005
H 5.66909 -2.49098 -0.76011 -0.002 0.008 0.005
C 0.61862 1.61799 6.45699 -0.009 0.011 0.002
C -0.11221 2.58344 5.78203 0.010 -0.014 -0.002
C -0.63144 2.30317 4.52559 -0.017 0.041 -0.029
C -0.42807 1.05550 3.93366 0.106 0.098 -0.049
C 0.31039 0.09092 4.62413 -0.015 -0.003 -0.023
C 0.82949 0.37342 5.87801 0.001 -0.014 -0.018
Ge -1.25661 0.73743 2.22188 0.071 -0.192 -0.079
C -2.26907 -0.87913 2.04743 -0.091 0.050 -0.055
C -3.01643 -1.10571 0.88929 0.022 0.074 -0.016
C -3.73670 -2.27910 0.74302 -0.002 -0.009 0.007
C -3.71853 -3.23383 1.75053 0.012 0.006 0.022
C -2.99157 -3.01005 2.91057 0.000 -0.010 -0.008
C -2.27043 -1.83426 3.06192 -0.047 -0.012 -0.011
C -1.97555 2.32179 1.39480 0.117 0.052 -0.002
C -1.10255 3.36463 1.07245 -0.065 0.014 -0.005
C -1.58558 4.53200 0.50155 -0.004 -0.026 -0.009
C -2.94467 4.66556 0.24325 -0.004 0.013 -0.002
C -3.81827 3.63549 0.55809 0.000 -0.016 -0.005
C -3.33522 2.46641 1.13385 -0.028 -0.037 0.028
H 1.02385 1.83333 7.43715 -0.001 0.000 -0.001
H -0.27800 3.55337 6.23191 -0.008 0.001 -0.007
H -1.20008 3.06593 4.00563 -0.003 -0.002 0.007
H 0.49984 -0.87503 4.17731 0.004 -0.029 0.000
H 1.40003 -0.37997 6.40542 -0.002 -0.001 -0.007
H -3.01685 -0.37315 0.09035 0.010 -0.042 0.023
H -4.30882 -2.45531 -0.15891 -0.005 0.006 -0.002
H -4.27547 -4.15416 1.63258 -0.002 0.000 0.004
H -2.98734 -3.75150 3.69849 0.009 0.003 0.002
H -1.71929 -1.66256 3.97693 0.022 -0.008 0.028
H -0.03946 3.26663 1.26547 0.009 -0.004 0.009
H -0.90538 5.33816 0.25910 0.003 0.004 0.000
H -3.32403 5.57683 -0.20064 0.007 0.001 0.001
H -4.87668 3.74173 0.35993 -0.002 -0.001 0.001
H -4.02485 1.66749 1.38165 -0.006 0.008 -0.004
C -0.04412 -4.22336 -4.31632 -0.016 0.022 0.027
C -0.18578 -2.76165 -4.67337 0.004 0.011 0.014
O -0.85621 -2.00335 -3.63480 -0.056 -0.028 -0.056
C -2.31292 -2.06213 -3.69193 -0.018 0.029 -0.041
C -2.85832 -1.00478 -4.62199 0.053 0.017 0.033
H 0.47101 -4.74222 -5.12603 0.007 0.009 -0.008
H -1.01462 -4.69855 -4.18088 -0.005 -0.009 0.002
H 0.52233 -4.35564 -3.39486 -0.013 0.000 -0.013
H -0.75325 -2.62362 -5.59381 -0.023 0.010 -0.002
H 0.77859 -2.27223 -4.80440 0.012 -0.001 -0.006
H -2.65386 -1.92124 -2.67243 0.004 0.009 0.008
H -2.58397 -3.06951 -4.00799 0.011 -0.005 0.000
H -2.57952 -0.00979 -4.27562 -0.015 -0.027 -0.013
H -3.94655 -1.06824 -4.64059 -0.009 -0.011 0.005
H -2.49999 -1.13192 -5.64305 0.008 -0.002 -0.019
C -1.51111 2.21070 -2.38539 -0.001 0.029 -0.005
C -0.85085 0.88351 -2.23842 0.098 -0.020 0.010
O 0.32165 0.65880 -2.67459 -0.043 0.043 -0.005
O -1.45144 -0.08905 -1.68189 -0.107 -0.054 0.055
H -0.76242 2.99318 -2.47692 0.000 0.004 -0.007
H -2.17109 2.40666 -1.54245 0.003 -0.026 0.010
H -2.11154 2.19943 -3.29762 0.004 0.014 0.000
F 0.62674 -4.16073 -0.94734 0.026 -0.037 -0.013
C -0.29073 -3.14719 -0.92939 -0.026 0.046 -0.063
F -0.51801 -2.91512 0.38790 -0.008 0.014 -0.021
F -1.43980 -3.72259 -1.40822 0.034 -0.005 0.069
```
Positions in Å, forces in eV/Å.

## Properties
2S+1: 2
Charge: +1
Energy relative to the best compared isomer or geometry (same formula, charge and spin) in kcal per mole: 0.44
Electronic energy in a.u.: -4816.3864
Orbital gap (alpha / beta) in eV: 8.59 / 7.74
Max |F| in eV Å⁻¹: 0.220
LUMO energy (alpha / beta) in eV: -2.2 / -3.1